#a
Formula: C4H6INS
Source: the OMol25 dataset
Level of theory: ωB97M-V/def2-TZVPD

Geometry as ORCA input:
```
! RIJCOSX wB97M-V def2-TZVPD def2/J DEFGRID3
* xyz 0 1
C -2.3370 0.0063 0.0903
C -0.1662 0.2379 1.0633
C 0.7434 -0.5203 0.0475
C 1.1588 0.2178 -1.1538
N -1.4511 0.5158 0.7316
S 0.1742 -2.1594 -0.2757
I -4.3305 0.2643 -0.1644
H -0.0021 -0.1204 2.0980
H 0.3258 1.2047 1.3793
H 1.7517 -0.7383 0.5863
H 1.9324 -0.3478 -1.5863
H 1.7058 1.0615 -0.8304
H 0.4947 0.3781 -1.9857
*
```

Calculated values
LUMO (spin up / spin down) in eV: -0.69 / -1.77

#b
Formula: C4H6INS
Source: the OMol25 dataset
Level of theory: ωB97M-V/def2-TZVPD

Geometry as ORCA input:
```
! RIJCOSX wB97M-V def2-TZVPD def2/J DEFGRID3
* xyz 0 1
C -0.7445 -0.7235 -0.5451
C -0.6323 0.2481 0.5435
C 0.3631 0.9008 -1.7194
C 0.2335 -0.4242 1.6763
N -0.2785 -0.4074 -1.6702
S 0.0587 1.7497 -0.1130
I 2.4994 0.4829 -2.0259
H -1.1634 -1.7548 -0.2100
H -1.7337 0.4566 0.9235
H 0.2236 1.4437 -2.6356
H 1.0206 -0.9757 1.2118
H -0.3696 -1.1859 2.1944
H 0.5233 0.1896 2.3699
*
```

Calculated values
SMILES: C[C@@H]1C=N[C@H](I)S1
LUMO in eV: 0.14

The energy of each structure relative to the most stable one, in eV, is as follows: #a 2.885; #b 0.000.

#a
Formula: C18H32N2O6
Source: the OMol25 dataset
Level of theory: ωB97M-V/def2-TZVPD

Geometry as ORCA input:
```
! RIJCOSX wB97M-V def2-TZVPD def2/J DEFGRID3
* xyz 0 1
C -5.1189 4.7317 3.9690
C -4.5093 5.6230 2.9166
O -3.4137 4.8973 2.3162
C -2.7568 5.5449 1.3427
O -3.0262 6.6558 0.9758
C -1.6139 4.7421 0.7668
N -1.5495 3.3870 1.2575
C -0.9553 2.4066 0.5323
O -0.4151 2.6457 -0.5380
C -1.0170 1.0154 1.1365
C 0.3738 0.5055 1.5661
C 1.5454 0.6573 0.5924
C 1.3111 0.0862 -0.8175
N 0.2306 -0.8878 -0.8980
C 0.3224 -2.1851 -0.4895
O -0.6588 -2.8934 -0.3554
C 1.7301 -2.7455 -0.2720
O 1.6461 -3.8299 0.6298
C 2.3585 -3.1376 -1.6190
O 3.7243 -3.4810 -1.4272
C 4.5901 -2.3717 -1.4186
C 1.6586 -4.2723 -2.3727
C 1.9060 -5.6567 -1.7762
C 2.1014 -4.2423 -3.8351
C -1.1094 -0.3411 -1.0879
C -1.7812 0.0379 0.2269
H -5.9541 5.2455 4.4448
H -5.4922 3.8078 3.5278
H -4.3888 4.4814 4.7385
H -5.2203 5.8822 2.1327
H -4.1200 6.5509 3.3350
H -1.7173 4.7330 -0.3179
H -0.6976 5.2993 0.9827
H -2.0307 3.1654 2.1112
H -1.6064 1.0822 2.0565
H 0.6545 1.0139 2.4924
H 0.2543 -0.5504 1.8273
H 1.8096 1.7107 0.4888
H 2.4062 0.1676 1.0583
H 1.0361 0.9005 -1.4829
H 2.2331 -0.3419 -1.2108
H 2.3547 -1.9614 0.1649
H 2.3961 -3.7835 1.2270
H 2.3064 -2.2451 -2.2612
H 5.6021 -2.7492 -1.2859
H 4.5357 -1.8191 -2.3641
H 4.3722 -1.6753 -0.5983
H 0.5858 -4.0631 -2.3257
H 2.9746 -5.8744 -1.7485
H 1.5088 -5.7378 -0.7685
H 1.4241 -6.4106 -2.4017
H 3.1799 -4.3987 -3.9083
H 1.6097 -5.0336 -4.4026
H 1.8602 -3.2884 -4.3099
H -1.0211 0.5255 -1.7406
H -1.7166 -1.0972 -1.5831
H -1.9427 -0.8802 0.7961
H -2.7693 0.4522 0.0046
*
```

Calculated values
SMILES: CCOC(=O)CNC(=O)[C@@H]1CCCN(C(=O)[C@@H](O)[C@@H](OC)C(C)C)CC1
LUMO in eV: 0.44

#b
Formula: C18H32N2O6
Source: the OMol25 dataset
Level of theory: ωB97M-V/def2-TZVPD

Geometry as ORCA input:
```
! RIJCOSX wB97M-V def2-TZVPD def2/J DEFGRID3
* xyz 0 1
C -3.4744 5.0495 4.6614
C -3.0365 5.8457 3.4582
O -2.7106 4.9041 2.4111
C -2.2981 5.4454 1.2548
O -2.1942 6.6263 1.0672
C -1.9826 4.4144 0.1977
N -2.1294 3.0543 0.6583
C -1.8399 2.0150 -0.1621
O -1.4614 2.2019 -1.3087
C -1.9683 0.6393 0.4697
C -0.6760 0.2940 1.2416
C 0.6475 0.5924 0.5360
C 0.7952 -0.0155 -0.8710
N -0.0807 -1.1548 -1.1242
C 0.1185 -2.3847 -0.5969
O -0.7760 -3.2194 -0.5154
C 1.5173 -2.7520 -0.0929
O 1.4376 -3.9528 0.6288
C 2.4825 -2.9028 -1.2880
O 3.8328 -2.9173 -0.8578
C 4.3596 -1.6411 -0.5931
C 2.2156 -4.1560 -2.1327
C 2.9370 -5.3993 -1.6145
C 2.6143 -3.8875 -3.5831
C -1.4183 -0.8324 -1.6199
C -2.4031 -0.4490 -0.5190
H -3.7295 5.7278 5.4755
H -4.3526 4.4466 4.4313
H -2.6770 4.3900 5.0036
H -3.8206 6.5080 3.0924
H -2.1543 6.4519 3.6616
H -2.6323 4.6147 -0.6574
H -0.9645 4.6012 -0.1493
H -2.4781 2.8991 1.5882
H -2.7650 0.7005 1.2182
H -0.6732 0.8420 2.1871
H -0.7253 -0.7660 1.5062
H 0.7857 1.6736 0.4514
H 1.4506 0.2351 1.1861
H 0.5352 0.7339 -1.6153
H 1.8335 -0.2901 -1.0456
H 1.8856 -1.9519 0.5599
H 0.4909 -4.1314 0.7430
H 2.3374 -2.0301 -1.9397
H 5.4020 -1.7729 -0.3105
H 4.3089 -0.9990 -1.4817
H 3.8424 -1.1362 0.2325
H 1.1373 -4.3412 -2.0938
H 4.0166 -5.2756 -1.7024
H 2.6981 -5.5981 -0.5736
H 2.6448 -6.2635 -2.2142
H 3.6745 -3.6284 -3.6411
H 2.4539 -4.7730 -4.1999
H 2.0373 -3.0666 -4.0148
H -1.3101 -0.0185 -2.3325
H -1.8021 -1.7094 -2.1384
H -2.6210 -1.3457 0.0654
H -3.3375 -0.1446 -0.9979
*
```

Calculated values
SMILES: CCOC(=O)CNC(=O)[C@@H]1CCCN(C(=O)[C@@H](O)[C@@H](OC)C(C)C)CC1
LUMO in eV: 0.36

The energy of each structure relative to the most stable one, in eV, is as follows: #a 0.256; #b 0.000.

#a
Formula: C7H10N3O
Source: the OMol25 dataset
Level of theory: ωB97M-V/def2-TZVPD

Geometry as ORCA input:
```
! RIJCOSX wB97M-V def2-TZVPD def2/J DEFGRID3
* xyz 1 1
C -1.6179 2.7826 -0.2629
C -1.2009 2.3596 1.0768
C -1.3640 1.9967 -1.3346
C -0.5971 1.1907 1.2937
C -0.5185 0.7603 -1.2339
C -0.0562 0.4395 0.1603
C -0.2256 -0.0070 -2.2476
N 0.9036 -1.8348 0.0330
N -0.0018 -0.7293 -3.2302
N 1.9664 -2.8333 2.3390
O 0.4568 -0.7500 0.5847
H -1.9652 3.8402 -0.4757
H -1.3755 2.9841 1.9231
H -1.5277 2.2891 -2.3673
H -0.3372 0.8691 2.3051
H 1.3304 -2.4387 0.8340
H -0.4688 -1.5951 -3.4335
H 0.7774 -0.4976 -3.8226
H 1.8083 -2.1713 3.1272
H 2.8090 -3.2171 2.5607
H 1.2046 -3.4379 2.1707
*
```

Calculated values
LUMO (spin up / spin down) in eV: -3.97 / -4.90

#b
Formula: C7H10N3O
Source: the OMol25 dataset
Level of theory: ωB97M-V/def2-TZVPD

Geometry as ORCA input:
```
! RIJCOSX wB97M-V def2-TZVPD def2/J DEFGRID3
* xyz 1 1
C -0.5613 0.0336 1.6768
C 0.8711 1.5765 0.8146
C 0.2835 1.2171 1.9525
C -0.5261 -0.1228 0.3237
C -1.0528 -1.3619 -0.3467
C 1.1267 0.6639 -1.3175
C 0.1831 -1.1111 -2.8138
N 0.4022 0.7512 -0.1698
N 0.6066 1.6899 3.1867
N -1.0578 -1.4189 -1.9273
O 1.0128 -0.1321 -2.3124
H -1.3059 -0.5045 2.3136
H 1.4563 2.3810 0.6240
H -0.3192 -2.0786 -0.0087
H -2.0916 -1.7017 -0.0187
H 1.8829 1.4885 -1.4157
H 0.6812 -1.9546 -3.3153
H 0.3725 1.2234 4.1322
H 1.2416 2.3741 3.2604
H -1.5205 -2.2831 -2.4178
H -1.6853 -0.7300 -2.2210
*
```

Calculated values
LUMO (spin up / spin down) in eV: -3.84 / -3.84

The energy of each structure relative to the most stable one, in eV, is as follows: #a 1.327; #b 0.000.

#a
Formula: C2H2NO4S2
Source: the OMol25 dataset
Level of theory: ωB97M-V/def2-TZVPD

Geometry as ORCA input:
```
! RIJCOSX wB97M-V def2-TZVPD def2/J DEFGRID3
* xyz -1 1
C -1.9922 1.7410 -2.0873
C 0.6578 -0.0403 0.2923
N 1.1743 -1.2997 0.6903
O -1.2661 1.4758 -2.9155
O 1.8818 -1.1945 1.9232
O -2.7394 2.1352 -1.3379
O 0.1767 -2.2693 0.7604
S -0.8458 0.0165 -0.3383
S 1.6714 1.3161 0.5972
H -0.6138 -1.6867 0.6020
H 1.8954 -0.1940 1.8136
*
```

Calculated values
LUMO in eV: 3.25

#b
Formula: C2H2NO4S2
Source: the OMol25 dataset
Level of theory: ωB97M-V/def2-TZVPD

Geometry as ORCA input:
```
! RIJCOSX wB97M-V def2-TZVPD def2/J DEFGRID3
* xyz -1 1
C -2.3844 -0.3714 0.0304
C -0.4401 1.2300 -0.4122
N -1.7469 -1.1587 0.6291
O 1.1292 -0.9401 -1.3606
O -3.2259 0.2492 -0.4766
O 2.6316 0.4490 -0.0805
O 0.8110 -0.7063 1.0201
S -0.2051 2.7924 -0.0085
S 0.9660 -0.0116 -0.2429
H 3.1809 -0.2724 0.2575
H -0.7164 -1.2603 0.6441
*
```

Calculated values
LUMO in eV: 3.23

The energy of each structure relative to the most stable one, in eV, is as follows: #a 0.000; #b 0.493.